Record 1
C24H38BCaCl2Cs2F16N3O13S as an isolated structure in a non-equilibrium geometry. Source: the OMol25 dataset; level of theory: ωB97M-V/def2-TZVPD.

Geometry as XYZ:
```
101
Properties=species:S:1:pos:R:3:forces:R:3
O -0.77211 3.91161 -0.60575 1.11 -6.19 -0.05
S -0.47959 2.40557 -0.97779 -2.28 7.72 -5.35
O -0.49214 2.34186 -2.52219 0.42 -1.55 5.08
C -1.80878 1.39518 -0.12494 -0.42 -0.89 3.80
O -1.51642 -0.03649 0.22056 -2.13 1.94 -1.60
B -2.86243 -0.45023 0.75474 0.61 2.33 -0.95
O -3.93979 0.54379 0.40920 1.56 0.83 -1.21
C -3.37376 1.52278 -0.57784 -1.03 -1.20 -0.65
C -3.91899 0.92047 -1.98626 0.33 -0.23 -0.60
C -2.85456 0.08067 -2.89109 0.81 -0.73 0.27
O -2.57003 0.82520 -4.13680 -0.68 -2.40 1.05
C -2.33026 -0.07412 -5.27571 0.53 1.11 -0.71
C -0.88277 -0.88471 -5.20156 1.21 2.28 -2.73
F 0.02760 -0.35633 -4.13271 -2.84 -2.03 -2.59
F -0.18505 -0.55351 -6.50033 0.19 -1.76 6.32
C -1.05806 -2.51382 -5.18823 -0.07 -1.06 -3.00
F -2.31709 -2.99438 -4.54022 3.40 1.42 -1.40
F -1.17707 -2.93463 -6.63460 0.21 1.24 5.05
C 0.21209 -3.35047 -4.57843 1.03 -1.93 -1.71
F 1.55300 -2.74379 -4.91116 -4.66 -1.77 1.36
F 0.21418 -4.67842 -5.29976 0.14 4.02 2.34
C 0.10732 -3.71217 -2.98190 0.09 -1.18 1.36
F -0.61908 -2.71938 -2.15789 1.66 -2.84 -2.72
F -0.55187 -5.06297 -2.84771 1.44 4.21 -0.29
C 1.27132 2.04780 -0.41707 2.87 0.39 3.47
F 1.20329 1.82858 1.06608 0.06 0.67 -4.54
F 2.19560 3.21610 -0.61969 -3.49 -4.18 0.34
C 1.94683 0.69780 -1.05381 1.40 -2.65 1.55
F 2.87309 0.15566 0.00940 -3.20 1.62 -3.78
F 0.99863 -0.39900 -1.35806 2.67 3.86 1.00
C 2.87887 0.94016 -2.37982 1.57 -0.40 -3.47
F 4.26431 1.33990 -2.03669 -4.77 -1.20 -1.00
F 3.00810 -0.36117 -3.13680 -0.40 4.49 2.72
F 2.35220 1.92807 -3.34919 1.88 -3.52 3.76
H -1.82437 1.89535 0.95958 0.11 -0.32 -2.45
H -2.73945 -0.21938 1.92487 0.18 0.03 2.67
H -3.15203 -1.59313 0.66864 -0.38 -1.30 -0.32
H -3.83439 2.59943 -0.54258 1.25 -2.08 0.85
H -4.38832 1.76790 -2.65446 1.15 -1.45 1.24
H -4.81676 0.17853 -1.72415 1.96 1.75 0.04
H -1.88196 -0.27379 -2.34982 -1.73 1.02 -0.84
H -3.41438 -0.91581 -3.23654 4.00 1.75 2.38
H -2.31918 0.61934 -6.24755 0.53 -2.03 1.40
H -3.25877 -0.77893 -5.40593 3.30 0.84 -0.42
H 1.17699 -3.83803 -2.51944 -2.24 0.38 -0.92
Cs -5.08583 -0.63239 -4.18886 -5.44 -0.01 -2.34
C -2.41026 4.57471 2.75505 0.95 1.18 -1.20
O -3.36456 3.99140 2.26559 -1.03 -1.02 -0.20
N -1.61286 5.39062 2.04225 -0.64 -0.10 -0.23
N -2.07061 4.45366 4.05105 -0.08 -0.72 1.84
H -0.82252 5.87945 2.42756 0.24 -0.01 -0.51
H -1.83365 5.50945 1.06221 0.47 -0.05 0.27
H -2.64508 3.84871 4.62317 0.27 0.35 -0.21
H -1.28841 4.92579 4.47234 -0.10 -0.03 -0.16
Ca -3.83351 -1.48194 3.24400 -0.26 0.48 -1.70
F -1.82627 -0.32744 -7.66301 -2.72 0.42 -1.38
N 5.91085 1.00606 0.44628 -2.08 -1.42 2.57
O 6.39462 -0.13570 0.37252 0.42 0.10 -0.60
O 4.90657 1.21096 1.14786 0.85 0.17 -0.54
O 6.43152 1.94288 -0.18169 -0.44 1.22 3.08
Cs 7.12499 1.90789 -2.28784 1.58 -0.01 -4.33
C -9.22623 -2.87656 0.32438 -1.13 0.11 -0.69
C -8.55594 -4.21196 0.34456 -0.74 -1.08 -0.45
O -7.22266 -3.90147 0.70245 0.67 1.50 0.91
C -7.25717 -2.70851 1.36525 0.21 0.15 0.15
O -6.31007 -2.22481 1.96251 -0.67 -0.51 -0.35
O -8.48944 -2.12841 1.27326 1.84 -0.29 0.59
H -10.27994 -2.93515 0.61059 0.26 0.17 0.07
H -9.14896 -2.38447 -0.65079 0.01 -0.02 0.13
H -8.97887 -4.88066 1.10171 0.09 0.08 -0.07
H -8.59056 -4.70968 -0.62844 0.21 0.06 0.22
Cl 0.11589 7.46181 3.86707 0.05 0.10 0.41
C 0.90654 8.98852 3.40114 0.35 0.44 -0.26
C 1.72207 8.84620 2.12604 -0.28 0.14 -0.18
Cl 3.16667 7.83056 2.36164 -0.07 0.11 0.08
H 1.52525 9.32060 4.24075 -0.11 -0.22 -0.14
H 0.11064 9.72451 3.25326 0.09 -0.18 -0.06
H 2.07599 9.82839 1.79935 -0.03 -0.04 0.24
H 1.12990 8.41108 1.31482 0.20 -0.34 0.19
C 4.34229 -1.95191 3.56795 -0.04 0.11 0.10
C 5.68397 -2.60138 3.26355 0.09 0.09 -0.17
C 5.61848 -3.62413 2.12729 0.09 -0.07 -0.02
C 4.71883 -4.83887 2.38741 -0.10 0.11 0.04
C 5.06409 -5.65696 3.63425 -0.12 -0.04 -0.14
C 6.44897 -6.28290 3.57926 0.10 -0.07 0.19
H 3.60799 -2.68535 3.91203 -0.01 0.00 0.00
H 4.45833 -1.20292 4.35751 -0.09 -0.04 -0.11
H 3.94229 -1.45000 2.68142 0.06 -0.01 0.08
H 6.08376 -3.06215 4.17298 0.01 -0.05 -0.03
H 6.39418 -1.81458 2.98064 -0.11 -0.14 0.00
H 6.63556 -3.96745 1.90533 -0.08 0.01 -0.01
H 5.26556 -3.12318 1.21747 0.07 0.02 0.12
H 4.76329 -5.49480 1.50885 0.00 0.01 0.08
H 3.67549 -4.50913 2.46256 0.08 0.00 -0.02
H 4.32400 -6.45989 3.73732 0.02 0.09 0.02
H 4.97461 -5.04056 4.53483 -0.01 0.02 -0.07
H 6.54785 -6.93575 2.70620 0.03 0.08 0.05
H 6.62342 -6.88808 4.47472 0.07 0.03 -0.12
H 7.23448 -5.52344 3.53490 -0.06 -0.09 -0.03
O 0.86950 6.36728 0.65032 -0.56 1.33 0.60
H 1.11101 5.51496 0.33657 0.30 -1.14 -0.47
```
Positions in Å, forces in eV/Å.

## Properties
Total charge: 0
Gap between HOMO and LUMO (eV): 1.4
HOMO level (eV): -5.29
Energy (Eh): -5737.99733

Atom charges from the Mulliken analysis, given in e for atoms 1 to 6: number 1, O, carries -0.55; number 2, S, carries 1.22; number 3, O, carries -0.57; number 4, C, carries -0.59; number 5, O, carries -2.12; number 6, B, carries 3.48

***

Record 2
C34H39N5O3P2SSn as an isolated structure in a non-equilibrium geometry. Source: the OMol25 dataset; level of theory: ωB97M-V/def2-TZVPD.

Geometry as XYZ:
```
85
Properties=species:S:1:pos:R:3:forces:R:3
Sn -0.61077 -2.44446 1.69214 -0.30 0.02 1.31
C -0.35561 3.69637 4.02698 -0.77 0.38 -0.63
C -0.88371 3.04126 2.98512 -0.13 0.57 0.52
C -0.41236 2.99600 1.56607 0.53 -0.42 -0.41
C 0.61353 1.84577 1.36892 -0.52 -0.14 1.14
C 1.96269 2.20852 1.96953 -0.55 -0.70 -0.43
C 2.45740 3.42606 2.24263 0.04 -0.53 0.36
C 1.77753 4.66038 2.77446 -0.62 1.54 0.01
C 0.83701 4.61040 4.04834 0.43 -0.04 -0.44
C 1.25655 -2.59062 2.80654 0.10 0.29 -0.28
H -1.00491 3.76641 4.91613 0.59 -0.41 -0.14
H -1.77521 2.46154 3.17773 -0.09 0.17 0.03
H 0.06567 3.93931 1.29748 -0.18 -0.25 -0.21
H -1.26552 2.86829 0.88465 0.10 -0.03 0.26
H 0.29589 0.96747 1.95849 -0.20 0.40 -0.58
H 0.64104 1.48563 0.31338 0.56 0.63 0.50
H 2.52743 1.31213 2.29992 0.50 0.60 -1.28
H 3.54128 3.50362 2.14357 0.02 -0.17 1.09
H 1.19864 5.24080 2.03325 0.40 -0.23 0.06
H 2.58769 5.33929 3.08416 -0.20 -0.12 -0.21
H 1.44322 4.42358 4.95073 -0.13 -0.12 -0.29
H 0.43936 5.64160 4.18138 0.35 -0.43 -0.09
H 1.39569 -1.63472 3.33840 -0.09 -0.34 -0.09
H 2.06269 -2.67891 2.06742 0.01 -0.15 0.26
H 1.28952 -3.42720 3.51789 -0.05 0.22 -0.25
P 1.35795 -1.33013 -2.75851 3.18 0.15 -2.68
P -1.91652 -1.18812 -2.76537 -2.09 1.63 -2.54
N 2.62703 -0.09458 -2.86066 0.11 0.21 0.52
N 2.35969 -2.50958 -3.77441 -0.39 -0.38 0.48
N -2.02350 0.57927 -2.87984 0.13 0.34 0.18
N -3.50476 -1.47951 -3.56758 -0.10 -1.04 0.14
C 0.42099 -0.65100 -4.19486 -0.64 -0.18 -0.17
C -0.95028 -1.33385 -4.34306 0.60 -0.33 -0.04
C 3.69171 -0.06214 -1.94611 -0.07 0.67 -1.09
C 4.70140 0.72570 -2.48148 -1.01 -0.55 0.16
C 4.24870 1.19518 -3.75687 -1.04 -0.78 0.13
C 2.98835 0.65926 -3.98864 0.66 0.15 0.90
C 2.77494 -3.75530 -3.30018 -0.28 -0.16 -1.11
C 3.13452 -4.55388 -4.38335 -0.36 0.72 0.60
C 2.96325 -3.76993 -5.56889 -0.08 0.85 0.86
C 2.56616 -2.50419 -5.15485 -0.38 -0.90 -0.02
C -1.86609 1.41828 -1.76822 0.66 0.42 -0.95
C -1.50513 2.67878 -2.22188 -0.45 -0.76 0.27
C -1.51453 2.65798 -3.65391 -0.39 -1.16 0.27
C -1.86157 1.36998 -4.02988 0.52 0.66 0.61
C -4.25102 -0.73635 -4.48714 -0.39 -0.60 0.30
C -5.42000 -1.42861 -4.78007 1.07 0.08 0.59
C -5.37078 -2.66377 -4.06232 0.77 0.12 0.19
C -4.17590 -2.69081 -3.36577 -0.41 0.91 -0.25
H 0.94929 -0.76780 -5.15508 -0.15 0.11 0.75
H 0.30837 0.42748 -4.00630 -0.11 -0.33 0.01
H -1.47320 -0.92196 -5.22335 -0.03 -0.19 0.62
H -0.83011 -2.40574 -4.56904 0.06 0.17 0.18
H 3.60273 -0.58933 -1.00262 0.12 0.12 -0.21
H 5.64402 0.93285 -2.00353 -0.01 0.07 -0.01
H 4.76254 1.84432 -4.44189 0.14 0.06 -0.01
H 2.30678 0.78393 -4.83047 0.49 0.01 0.45
H 2.77279 -3.95338 -2.23715 -0.08 -0.08 -0.15
H 3.47816 -5.57649 -4.33503 -0.01 0.10 0.06
H 3.08330 -4.08965 -6.59858 0.23 0.15 0.27
H 2.41955 -1.61536 -5.75629 0.03 -0.33 0.16
H -2.02449 1.02539 -0.76910 0.17 0.13 -0.20
H -1.28032 3.52163 -1.58961 -0.07 0.04 0.01
H -1.29432 3.47621 -4.33004 -0.11 -0.16 0.17
H -1.92809 0.96714 -5.03394 -0.01 0.10 0.40
H -3.89255 0.20626 -4.86957 -0.21 -0.05 0.23
H -6.22373 -1.08281 -5.41180 0.13 0.00 -0.02
H -6.11867 -3.44062 -4.05553 0.06 0.00 -0.05
H -3.71372 -3.44326 -2.74495 -0.24 -0.01 0.10
O -1.53708 -3.82371 4.06922 0.29 0.97 1.22
C -1.51912 -2.67175 4.54096 -0.09 0.30 -1.98
N -1.55998 -1.63101 3.63365 0.00 -0.22 -0.58
S -1.40558 -0.12364 4.26440 -0.34 -0.61 -0.33
O -0.15849 0.42439 3.79647 -0.32 -0.21 0.38
O -2.61901 0.64746 4.16101 0.54 -0.26 -0.18
C -1.25470 -0.71875 5.87457 -0.48 -0.21 1.35
C -1.18330 0.07028 7.01249 0.17 -0.54 0.17
C -0.99631 -0.58548 8.23281 -0.18 -0.34 -0.27
C -0.98114 -1.99037 8.28906 -0.19 0.00 -0.25
C -1.24393 -2.76634 7.15357 0.14 0.23 -0.71
C -1.37268 -2.10593 5.92193 0.43 -0.32 0.75
H -1.28532 1.14293 6.92522 0.23 0.06 0.11
H -0.89441 -0.02116 9.15653 0.05 -0.05 -0.21
H -0.78051 -2.47837 9.23845 -0.17 0.06 -0.11
H -1.31617 -3.85855 7.14207 0.10 0.43 0.33
```
Positions in Å, forces in eV/Å.

## Properties
Total charge: 0
Energy relative to the best compared isomer or geometry (same formula, charge and spin) (kcal per mole): 49.3
Gap between HOMO and LUMO (eV): 7.0
HOMO level (eV): -8.19
Energy (Eh): -3113.52634

Atom charges from the Mulliken analysis, given in e for atoms 1 to 6: number 1, Sn, carries 0.78; number 2, C, carries -0.85; number 3, C, carries -0.42; number 4, C, carries -0.64; number 5, C, carries 1.17; number 6, C, carries -0.54

***

Record 3
C3H3BiLiO4 as an isolated structure in a non-equilibrium geometry. Source: the OMol25 dataset; level of theory: ωB97M-V/def2-TZVPD.

Geometry as XYZ:
```
12
Properties=species:S:1:pos:R:3:forces:R:3
C -1.34378 0.66177 0.83068 -0.22 0.53 1.42
C -0.66145 0.66238 -0.50710 -2.62 0.82 -0.41
O 0.72301 0.34411 -0.48127 1.08 0.31 0.40
C 1.17906 -0.97553 -0.31525 -4.34 -4.86 2.87
O 0.62580 -1.83547 0.34639 1.14 2.87 -1.37
O 2.16414 -1.15202 -1.06869 3.42 0.68 -1.64
O -0.88309 0.18874 1.84643 0.10 -0.18 -0.97
H -2.31318 1.19736 0.83801 0.07 -0.23 -0.11
H -0.75175 1.66444 -0.94460 0.05 -0.12 0.08
H -1.22278 -0.02808 -1.15908 0.37 0.00 -0.05
Bi 2.57652 0.83172 -1.45970 1.37 0.52 -1.17
Li -0.09250 -1.55941 2.07418 -0.42 -0.34 0.95
```
Positions in Å, forces in eV/Å.

## Properties
Total charge: +3
Gap between HOMO and LUMO (eV): 5.2
HOMO level (eV): -22.99
Energy (Eh): -637.93435

Atom charges from the natural (NBO) analysis, given in e for atoms 1 to 6: number 1, C, carries 0.45; number 2, C, carries -0.22; number 3, O, carries -0.66; number 4, C, carries 0.97; number 5, O, carries -0.52; number 6, O, carries -0.72

***

Record 4
A single C3H4O3 molecule in a non-equilibrium geometry. Source: the OMol25 dataset; level of theory: ωB97M-V/def2-TZVPD.

Geometry as XYZ:
```
10
Properties=species:S:1:pos:R:3:forces:R:3
O 2.69598 -0.30711 -0.17198 -5.83 -3.20 1.75
C 1.51798 -0.77626 0.11825 5.34 1.71 -1.36
C 0.41874 0.47354 0.10101 2.30 4.23 -3.60
O 1.03167 1.48929 -0.45561 -4.33 -4.78 3.28
C -1.21996 0.43424 0.38407 3.66 -1.82 0.87
O -1.66847 -0.74293 -0.50731 1.69 4.67 -2.57
H 1.44654 -1.95913 0.25839 -0.56 2.62 -0.09
H -1.18631 0.26159 1.54409 -0.90 -0.70 -2.23
H -1.63594 1.45606 0.30111 -0.03 -0.82 -0.91
H -1.40022 -0.32930 -1.57203 -1.34 -1.92 4.86
```
Positions in Å, forces in eV/Å.

## Properties
Total charge: 0
Energy relative to the best compared isomer or geometry (same formula, charge and spin) (kcal per mole): 118.9
SMILES: O=CC(=O)CO
Gap between HOMO and LUMO (eV): 9.2
HOMO level (eV): -10.15
Energy (Eh): -342.26648

Atom charges from the natural (NBO) analysis, given in e for atoms 1 to 6: number 1, O, carries -0.46; number 2, C, carries 0.26; number 3, C, carries 0.42; number 4, O, carries -0.48; number 5, C, carries -0.16; number 6, O, carries -0.70

***

Number 1: LUMO energy -3.841 eV. Number 2: LUMO energy -1.141 eV. Number 3: LUMO energy -17.762 eV. Number 4: LUMO energy -0.921 eV.